Computed, not measured: a molecular structure, C27H63AsF6N9O9 in a non-equilibrium geometry, with the ωB97M-V functional and the def2-TZVPD basis.

Geometry (Å):
As  -5.4446  -2.9142  -20.8799
F  -6.2725  -3.4060  -19.3739
F  -4.6219  -2.4270  -22.4060
F  -5.7632  -1.1558  -20.5170
F  -3.9520  -2.7840  -20.0016
F  -5.0790  -4.6022  -21.2941
F  -7.0459  -3.1106  -21.6301
O  -2.5597  0.2165  -23.3936
O  -7.3254  -6.5742  -26.3786
O  -3.1582  -1.8023  -25.5678
O  -7.0474  0.5414  -25.2807
O  -1.2340  -2.1726  -23.8762
O  -8.2899  0.4778  -16.6986
O  -10.5000  -6.1173  -19.2456
O  -7.1023  -4.6275  -14.1248
O  -2.7954  2.1563  -18.3082
N  -8.8469  0.0900  -24.0418
N  -2.2413  0.2438  -17.1986
N  -3.8202  -3.7388  -24.9419
N  -6.7801  0.3746  -18.4169
N  -4.1200  0.7808  -21.9354
N  -8.4860  -5.5003  -24.8344
N  -4.8921  -4.6813  -14.5364
N  -11.6810  -4.3210  -19.7931
N  -1.9262  -3.6706  -22.2913
C  -4.5624  -4.9686  -24.8290
C  0.2960  -3.8391  -23.3326
C  -6.1835  -4.4681  -14.9180
C  -1.6522  -4.7051  -21.3065
C  -7.5872  -6.0704  -23.6840
C  -1.1779  2.2950  -16.4878
C  -7.9180  -0.0134  -17.8118
C  -9.3988  -4.5850  -20.6786
C  -2.9361  0.3483  -22.2802
C  -8.4691  -1.0713  -23.3544
C  -6.4347  -4.1820  -16.4232
C  -3.1331  -0.7201  -17.8196
C  -8.8936  1.9943  -25.6738
C  -8.1590  0.8182  -24.9472
C  -10.6050  -5.0684  -19.8259
C  -2.0127  0.0046  -21.0872
C  -9.0210  -5.1843  -27.1571
C  -8.8589  -0.9778  -18.5856
C  -4.0526  -2.6828  -25.6416
C  -11.7814  -3.0335  -20.4460
C  -5.3982  -2.5009  -26.4526
C  -5.8816  1.4291  -17.7979
C  -5.2280  1.0210  -22.8177
C  -8.1938  -5.8208  -26.1076
C  -2.2018  1.5299  -17.4162
C  -1.0626  -3.1689  -23.1649
C  -4.4493  -4.8280  -13.1793
H  -5.6068  -1.4589  -26.6955
H  -8.0488  2.6665  -25.8241
H  -5.2658  -2.8646  -27.4716
H  -8.7616  -5.6308  -28.1170
H  -0.2721  1.7249  -16.2813
H  -9.3947  -0.2257  -19.1647
H  -5.0809  1.8842  -23.4668
H  -9.0437  -1.3188  -22.4618
H  -7.7814  -6.9459  -23.0644
H  0.7846  -4.1661  -22.4148
H  -5.6063  -4.6876  -24.9683
H  -6.0867  1.3774  -22.2488
H  -9.2838  1.7623  -26.6648
H  -0.9120  -5.4082  -21.6883
H  -4.4500  -5.4051  -23.8366
H  -6.5504  0.0858  -19.3571
H  -5.1170  1.0710  -17.1085
H  -6.7207  -5.1515  -16.8312
H  -9.5603  -4.7862  -21.7377
H  -9.5012  2.5469  -24.9572
H  -8.9131  -4.1015  -27.2213
H  -2.3659  0.5453  -20.2091
H  -9.8343  0.3015  -24.0210
H  -8.4707  -5.1261  -20.4945
H  -9.5520  -1.4837  -17.9134
H  -3.0005  -3.7844  -24.3536
H  -7.4140  -1.2445  -23.1427
H  -5.5170  0.1692  -23.4334
H  -11.2625  -2.3151  -19.8114
H  -4.2041  -4.6983  -15.2756
H  -3.4671  -4.3566  -13.1469
H  -3.8561  -0.3054  -18.5221
H  -1.3638  -4.2618  -20.3534
H  -9.0806  -3.5788  -20.4063
H  -4.3605  -5.8357  -12.7734
H  -2.6958  -1.5881  -18.3131
H  -2.8463  -3.2542  -22.2973
H  -7.4325  -5.1605  -23.1042
H  -4.3396  -5.6351  -25.6622
H  -5.5647  -3.7444  -16.9127
H  -7.2273  -3.4505  -16.5805
H  -2.5712  -5.2740  -21.1651
H  -5.0991  -4.2772  -12.4992
H  -6.3955  2.2319  -17.2692
H  -1.6681  -0.1377  -16.4597
H  -11.3017  -3.0392  -21.4248
H  -0.9782  0.2697  -21.3054
H  -1.5081  2.6630  -15.5165
H  -0.7545  3.1138  -17.0696
H  -12.5421  -4.6684  -19.3957
H  -4.3894  0.6716  -20.9682
H  -5.2997  1.9524  -18.5567
H  -6.1736  -3.0719  -25.9419
H  -10.0933  -5.3099  -27.0066
H  -3.5892  -1.0717  -16.8942
H  0.1175  -4.6454  -24.0441
H  -12.7584  -2.5849  -20.6257
H  -8.7632  -1.9806  -23.8786
H  0.9733  -3.1164  -23.7876
H  -6.6175  -6.1880  -24.1677
H  -8.2022  -1.6677  -19.1156
H  -1.9131  -1.0760  -20.9850
H  -9.2364  -4.8496  -24.6510

Properties
Energy relative to the best compared isomer or geometry (same formula, charge and spin) in kcal/mol: 102.7
LUMO in eV: 1.89
Net charge: -1
Orbital gap in eV: 7.51
Highest occupied orbital energy in eV: -5.61
F_max in eV/Å: 5.68
Energy in eV: -138009.497

=====

Computed, not measured: a molecular structure, C38H58IrN4O3P3STe in a non-equilibrium geometry, with the ωB97M-V functional and the def2-TZVPD basis.

Geometry (Å):
Ir  -0.5034  -2.7457  1.3059
Te  -1.2971  -4.5417  3.1614
S  -4.0599  -5.5663  1.6309
P  0.9396  -4.1300  -0.1240
P  1.6975  -1.5008  1.5146
P  0.6752  2.0717  -0.4499
O  -1.2318  -0.5701  1.8289
O  -2.3591  -2.4266  0.2272
O  -4.1574  2.6904  3.7093
N  0.6231  0.7647  0.5208
N  1.1448  3.4863  0.2889
N  -0.8750  2.3067  -0.9458
N  1.8086  1.7379  -1.6242
C  2.8951  0.1236  -3.0964
C  -1.3121  3.5901  -1.4677
C  -1.8492  1.2346  -1.0874
C  3.1743  -3.5384  -1.7086
C  2.4198  2.7708  -2.4704
C  -3.8987  1.5451  3.0170
C  -1.7314  3.4746  -2.9304
C  2.9179  4.0854  1.8988
C  -3.4750  -1.9510  0.6538
C  -2.8196  2.4127  -3.0641
C  -4.7191  -2.6402  0.1408
C  3.0828  1.1283  -4.2433
C  1.7910  -5.4491  0.8388
C  2.7892  -2.0956  0.2114
C  -4.1150  -6.7421  0.3854
C  -2.8813  -7.2408  0.1046
C  -2.3102  1.0776  -2.5341
C  -5.0271  0.8206  2.6000
C  -4.8816  -0.3288  1.8719
C  0.3040  3.8497  1.4374
C  -3.6108  -0.8320  1.5038
C  -1.8686  -6.6641  0.8957
C  1.7552  0.3697  1.3310
C  0.6759  5.2431  1.9291
C  2.3181  2.4226  -3.9528
C  4.0320  -1.4877  -0.0403
C  2.7124  -1.6377  3.0548
C  -3.0830  3.4885  4.1332
C  -2.4520  -0.1403  2.0122
C  -2.3429  -5.7230  1.7665
C  4.8141  -1.8882  -1.0948
C  2.3861  -3.1722  -0.6273
C  2.5549  3.8617  0.4344
C  2.1183  5.2605  2.4656
C  -2.6355  1.0577  2.7133
C  0.3908  -5.0171  -1.6287
C  4.3801  -2.9053  -1.9548
C  1.6461  0.4370  -2.2841
H  -5.7665  -0.8622  1.5744
H  0.5578  5.9511  1.1067
H  2.7377  4.7857  -0.1275
H  -0.7402  3.8097  1.1238
H  -2.5208  3.8878  3.2813
H  1.0677  -6.1125  1.3094
H  2.7271  3.2446  -4.5428
H  1.1329  -5.7478  -1.9476
H  2.7311  0.7098  -5.1854
H  3.6839  -1.1644  2.9200
H  -1.4820  0.7227  -3.1509
H  -2.6977  -7.9966  -0.6390
H  4.9953  -3.2105  -2.7878
H  4.3828  -0.6990  0.6125
H  3.9852  4.2898  1.9814
H  -0.0211  5.5404  2.7136
H  3.7549  0.1480  -2.4281
H  2.1856  -1.1722  3.8864
H  2.7119  3.1740  2.4640
H  1.2699  2.3111  -4.2353
H  -5.3637  -1.9322  -0.3753
H  -2.1019  4.4418  -3.2707
H  2.8430  -4.3276  -2.3688
H  3.4824  2.8603  -2.2133
H  2.3878  -4.9786  1.6207
H  -3.1272  2.3176  -4.1046
H  2.4454  -6.0243  0.1837
H  0.2118  -4.2908  -2.4202
H  1.4934  -0.3201  -1.5093
H  -3.0947  0.3215  -2.5654
H  -6.0040  1.1896  2.8684
H  -0.8656  3.2052  -3.5412
H  -1.7447  1.5598  3.0553
H  1.9390  3.7314  -2.2780
H  2.8504  -2.6917  3.2895
H  -3.6901  2.7172  -2.4815
H  1.7013  0.8052  2.3386
H  5.7693  -1.4142  -1.2649
H  -4.4282  -3.4311  -0.5454
H  0.4226  3.1352  2.2600
H  0.7682  0.4253  -2.9443
H  -0.4984  4.3108  -1.3491
H  -5.0524  -7.0005  -0.0659
H  -2.4002  2.9403  4.7889
H  -2.1706  3.9315  -0.8766
H  -2.7134  1.4712  -0.4566
H  4.1462  1.3465  -4.3596
H  -5.2787  -3.0758  0.9679
H  -1.4132  0.2984  -0.7375
H  -0.5465  -5.5304  -1.4160
H  2.8117  -0.8916  -3.4827
H  -0.8334  -6.9516  0.8342
H  -3.5269  4.3125  4.6897
H  2.1215  5.2088  3.5552
H  -0.2539  0.3798  0.9279
H  2.6835  0.6929  0.8537
H  2.6030  6.1978  2.1904
H  3.1818  3.0734  0.0151

Properties
LUMO (alpha / beta) in eV: -2.30 / -4.52
Net charge: +1
2S+1: 6
Orbital gap (alpha / beta) in eV: 3.92 / 4.59
Highest occupied orbital energy (alpha / beta) in eV: -6.22 / -9.12
F_max in eV/Å: 3.87
Energy in eV: -101277.130

=====

Computed, not measured: 2 unconnected molecules or ions with the total composition C3H6N2O in a non-equilibrium geometry, with the ωB97M-V functional and the def2-TZVPD basis.

Geometry (Å):
O  1.2343  -0.4595  -0.3508
N  -1.5120  -1.3985  -2.4735
N  -0.9016  0.1097  0.1972
C  1.0924  1.0476  1.5312
C  0.3914  0.1812  0.4103
C  -0.4257  -1.7169  -2.3822
H  2.1587  0.8388  1.8066
H  0.9330  2.0102  1.2136
H  0.6727  -0.9635  -0.9954
H  -2.5128  -1.3356  -2.1765
H  -1.4717  0.6961  0.8634
H  0.3412  0.9904  2.3562

Properties
Energy relative to the best compared isomer or geometry (same formula, charge and spin) in kcal/mol: 61.1
LUMO in eV: 1.11
Net charge: 0
Orbital gap in eV: 10.83
Highest occupied orbital energy in eV: -9.72
F_max in eV/Å: 5.04
Energy in eV: -8234.047